# CH3ClO2S

An isolated molecule of CH3ClO2S (wB97M-V/def2-TZVPD, OMol25).

## Properties
- spin multiplicity = 1
- relative energy (zero: lowest compared OMol25 entry of this formula, charge and spin) (eV) = 1.933
- SMILES string = OCOSCl
- E_tot (hartree) = -1048.706042
- HOMO energy (hartree) = -0.3497

The geometry in XYZ format:
```
8
CH3ClO2S, DFT wB97M-V/def2-TZVPD
C 0.53924 0.28808 -0.02053
O -0.16527 -0.71929 0.65481
O 1.34588 -0.33450 -0.99079
S 2.72033 -1.03493 -0.09823
Cl 3.65598 0.68584 0.19998
H 1.10377 0.77785 0.69407
H -0.07333 0.96388 -0.54860
H -0.05778 -1.54418 0.18713
```



# CH2N4O

A cluster of 2 separate species, CH2N4O in total (wB97M-V/def2-TZVPD, OMol25).

## Properties
- spin multiplicity = 1
- relative energy (zero: lowest compared OMol25 entry of this formula, charge and spin) (eV) = 1.482
- SMILES string = N#[N+][O-].N#CN
- E_tot (hartree) = -333.493348
- HOMO energy (hartree) = -0.3831

The geometry in XYZ format:
```
8
CH2N4O, DFT wB97M-V/def2-TZVPD
C -0.51990 0.41490 1.28967
N -0.82589 0.87751 2.30587
N 1.79275 1.31798 3.89143
N 1.88964 1.06513 2.82020
N -0.23105 -0.25870 0.15090
O 2.05580 0.79717 1.70346
H 0.19324 0.35423 -0.51326
H -0.86635 -0.92625 -0.23847
```